--- A ---
Computed, not measured: a molecular structure, C12H24N2O3, with ωB97M-V/def2-TZVPD.

Positions of all 41 atoms, in Å:
C  1.14  -0.98  0.04
C  -0.29  -0.60  -0.34
C  1.65  -1.76  -1.10
C  3.30  -2.04  -1.14
C  1.02  -3.23  -1.21
C  1.43  -4.00  -2.50
C  -0.55  1.25  1.30
C  -1.09  0.52  2.76
C  -1.00  2.58  0.86
C  -0.26  3.38  -0.15
C  -2.66  2.67  0.70
C  -3.18  4.20  0.51
H  2.05  -1.67  1.56
H  0.82  -2.47  1.16
H  1.96  -0.22  0.27
H  1.52  -1.31  -2.06
H  3.49  -2.11  0.09
H  3.55  -3.10  -1.77
H  4.00  -1.04  -1.84
H  0.95  -3.80  -0.02
H  -0.11  -2.93  -1.59
H  2.47  -3.88  -3.03
H  0.67  -3.66  -3.31
H  1.20  -5.15  -2.50
H  -2.14  0.21  0.21
H  0.39  0.90  1.27
H  -1.07  3.15  1.90
H  0.05  4.50  -0.09
H  0.73  2.79  -0.05
H  -0.56  3.12  -1.26
H  -2.99  1.93  -0.18
H  -3.09  2.18  1.71
H  -2.19  5.00  0.15
H  -4.08  4.36  -0.55
H  -3.58  4.70  1.59
H  -0.09  -1.09  2.00
N  1.11  -1.58  1.19
N  -1.06  0.24  0.24
O  -0.86  -1.19  -1.30
O  -1.88  0.97  3.64
O  -0.77  -0.83  2.82

Calculated values
Total charge = 0
Molar mass = 244.3 g/mol
HOMO energy = -9.2848 eV
Lowest unoccupied orbital energy = 0.29 eV

--- B ---
Computed, not measured: a molecular structure, C12H24N2O3, with ωB97M-V/def2-TZVPD.

Positions of all 41 atoms, in Å:
C  -1.57  -1.49  -0.52
C  -0.25  -1.06  0.22
C  -2.33  -0.27  -0.67
C  -3.70  -0.60  -1.21
C  -2.20  0.63  0.55
C  -3.35  1.06  1.54
C  2.05  -0.61  -0.43
C  2.45  -2.10  -0.12
C  2.59  0.58  0.40
C  4.21  1.04  0.27
C  1.68  1.84  0.24
C  1.38  2.40  -1.22
H  -2.53  -0.85  1.38
H  -1.04  -2.91  1.28
H  -1.56  -2.13  -1.45
H  -1.74  0.29  -1.44
H  -4.33  -1.32  -0.60
H  -4.35  0.13  -1.80
H  -3.54  -1.50  -2.06
H  -1.06  0.59  0.99
H  -2.05  1.78  0.15
H  -4.34  1.50  1.24
H  -3.33  1.80  2.36
H  -3.60  -0.06  2.00
H  0.42  -1.12  -1.65
H  2.37  -0.53  -1.49
H  2.65  0.26  1.55
H  4.77  0.56  -0.98
H  4.30  2.13  0.61
H  4.71  0.16  1.15
H  1.97  2.66  0.78
H  0.66  1.73  0.79
H  0.05  1.65  -1.47
H  2.44  1.92  -2.16
H  1.23  3.77  -0.99
H  3.55  -2.98  1.12
N  -2.33  -2.17  0.51
N  0.71  -0.69  -0.69
O  -0.14  -0.86  1.45
O  1.92  -3.07  -0.56
O  3.24  -2.12  0.93

Calculated values
Total charge = 0
Molar mass = 244.3 g/mol
HOMO energy = -8.8754 eV
Lowest unoccupied orbital energy = 0.21 eV

Name the most stable of them. A.

--- A ---
Computed, not measured: 2 unconnected molecules or ions with the total composition C6H10N, with ωB97M-V/def2-TZVPD.

Positions of all 17 atoms, in Å:
C  0.97  -1.90  -0.20
C  -1.85  2.35  -0.57
C  -1.23  3.23  0.40
C  0.08  1.00  0.09
C  -0.34  2.19  -0.45
C  1.73  -4.35  0.24
N  1.27  -3.04  0.02
H  0.95  0.37  -0.23
H  -2.43  1.37  -0.18
H  -2.24  2.60  -1.50
H  -1.15  4.34  0.27
H  -1.18  2.95  1.44
H  -0.58  0.51  0.74
H  0.25  2.65  -1.13
H  2.27  -4.54  1.24
H  2.50  -4.64  -0.48
H  0.97  -5.10  0.29

Calculated values
Total charge = +1
Molar mass = 96.2 g/mol
HOMO energy = -14.7718 eV
Lowest unoccupied orbital energy = -6.17 eV

--- B ---
Computed, not measured: 2 unconnected molecules or ions with the total composition C6H10N, with ωB97M-V/def2-TZVPD.

Positions of all 17 atoms, in Å:
C  2.09  -2.16  1.26
C  1.14  -1.48  1.50
C  -0.61  2.28  0.08
C  -0.64  0.95  -0.22
C  -1.87  0.12  -0.31
C  0.75  -0.78  -0.85
N  0.55  0.42  -0.65
H  2.78  -2.81  0.89
H  -1.38  2.87  0.50
H  0.40  2.84  0.15
H  -1.68  -0.47  -1.25
H  -2.77  0.75  -0.49
H  -1.97  -0.47  0.59
H  0.37  -0.79  1.81
H  1.67  -0.94  -1.26
H  0.01  -1.51  -0.79
H  1.17  1.20  -0.94

Calculated values
Total charge = +1
Molar mass = 96.2 g/mol
HOMO energy = -14.1459 eV
Lowest unoccupied orbital energy = -4.85 eV

--- C ---
Computed, not measured: a gas-phase ion, C6H10N (charge +1), with ωB97M-V/def2-TZVPD.

Positions of all 17 atoms, in Å:
C  -1.06  1.27  0.48
C  0.24  0.48  0.50
C  0.54  -0.23  1.92
C  0.24  -0.69  -0.58
C  -0.89  -1.14  -1.31
N  -0.12  -0.78  -2.26
C  1.16  -0.84  -1.77
H  -1.05  2.14  -0.15
H  -1.44  1.66  1.42
H  -1.94  0.75  -0.02
H  1.05  1.17  0.29
H  0.12  -1.22  2.10
H  0.08  0.48  2.61
H  1.61  -0.14  2.06
H  -1.91  -1.21  -1.40
H  1.76  0.02  -1.92
H  1.62  -1.72  -1.98

Calculated values
Total charge = +1
Molar mass = 96.2 g/mol
HOMO energy = -15.8475 eV
Lowest unoccupied orbital energy = -5.27 eV

--- D ---
Computed, not measured: 2 unconnected molecules or ions with the total composition C6H10N, with ωB97M-V/def2-TZVPD.

Positions of all 17 atoms, in Å:
C  1.13  0.44  0.11
C  -0.02  -0.08  -0.57
C  -0.88  -0.96  -1.01
C  0.01  1.00  0.60
C  -2.34  -1.04  -0.66
C  3.64  -0.49  -0.29
N  -0.69  1.88  1.58
H  -0.41  -1.77  -1.63
H  -2.70  -0.41  0.16
H  -2.52  -2.06  -0.41
H  -2.91  -0.76  -1.60
H  3.97  -0.56  0.76
H  3.89  0.19  -1.04
H  2.92  -1.31  -0.49
H  0.08  2.41  2.05
H  -1.48  1.30  2.04
H  -1.16  2.66  1.10

Calculated values
Total charge = +1
Molar mass = 96.2 g/mol
HOMO energy (spin up / spin down) = -12.0368 / -12.1283 eV
Lowest unoccupied orbital energy (spin up / spin down) = -5.33 / -3.99 eV

Name the most stable of them. B.

--- A ---
Computed, not measured: a gas-phase ion, C6H10N (charge +1), with ωB97M-V/def2-TZVPD.

Positions of all 17 atoms, in Å:
C  -2.71  -0.13  -0.16
C  -1.62  -0.59  0.35
C  -0.20  -0.25  -0.14
C  0.12  1.17  -0.49
C  1.46  1.47  0.39
N  0.70  -1.10  -0.01
C  1.50  -2.04  -0.05
H  -3.65  -0.53  0.30
H  -2.95  0.37  -1.07
H  -1.63  -1.33  1.19
H  0.41  1.21  -1.58
H  -0.64  1.87  -0.22
H  1.29  1.24  1.38
H  2.35  1.02  -0.02
H  1.69  2.46  0.37
H  1.77  -2.47  -1.04
H  2.10  -2.37  0.82

Calculated values
Total charge = +1
Molar mass = 96.2 g/mol
HOMO energy = -15.0106 eV
Lowest unoccupied orbital energy = -4.69 eV

--- B ---
Computed, not measured: a gas-phase ion, C6H10N (charge +1), with ωB97M-V/def2-TZVPD.

Positions of all 17 atoms, in Å:
C  0.46  1.74  -0.71
C  -0.03  0.58  0.08
C  0.32  0.60  1.85
C  0.74  -0.40  0.88
C  0.54  -1.66  0.49
C  -0.27  -1.58  -0.80
N  -1.05  -0.30  -0.58
H  -0.20  2.59  -0.64
H  0.57  1.46  -1.76
H  1.44  2.03  -0.35
H  -0.43  0.33  2.58
H  0.93  1.46  2.07
H  0.82  -2.58  0.95
H  0.35  -1.47  -1.69
H  -0.93  -2.43  -0.92
H  -1.39  0.12  -1.46
H  -1.86  -0.49  0.02

Calculated values
Total charge = +1
Molar mass = 96.2 g/mol
HOMO energy = -13.1758 eV
Lowest unoccupied orbital energy = -3.55 eV

--- C ---
Computed, not measured: a gas-phase ion, C6H10N (charge +1), with ωB97M-V/def2-TZVPD.

Positions of all 17 atoms, in Å:
C  -1.16  1.25  -0.24
N  -0.56  0.01  0.03
C  -1.56  -1.10  0.09
C  0.47  -0.23  1.08
C  1.68  0.55  0.40
C  2.21  -0.42  -0.59
C  0.73  -0.42  -0.37
H  -0.71  2.12  0.28
H  -1.29  1.59  -1.24
H  -2.24  1.28  0.01
H  -2.44  -0.72  -0.48
H  -1.21  -2.03  -0.55
H  -1.66  -1.25  1.19
H  0.46  -0.95  1.95
H  1.83  1.61  0.34
H  2.68  -0.03  -1.62
H  2.77  -1.26  -0.29

Calculated values
Total charge = +1
Molar mass = 96.2 g/mol
HOMO energy = -13.9776 eV
Lowest unoccupied orbital energy = -3.25 eV

--- D ---
Computed, not measured: a gas-phase ion, C6H10N (charge +1), with ωB97M-V/def2-TZVPD.

Positions of all 17 atoms, in Å:
C  2.66  0.04  0.08
C  1.90  -1.18  0.59
C  0.12  -1.29  -0.07
N  -0.88  -2.11  -0.27
C  -1.11  -0.79  -0.42
C  -2.18  0.10  -0.46
C  -1.89  1.64  -0.05
H  3.19  -0.13  -0.95
H  3.48  0.14  0.69
H  2.12  0.99  0.05
H  1.51  -1.12  1.62
H  2.27  -2.20  0.18
H  -2.78  0.17  -1.38
H  -3.00  -0.16  0.15
H  -0.86  1.85  -0.27
H  -2.04  1.70  1.04
H  -2.51  2.37  -0.53

Calculated values
Total charge = +1
Molar mass = 96.2 g/mol
HOMO energy = -15.7501 eV
Lowest unoccupied orbital energy = -4.92 eV

Name the most stable of them. A.

--- A ---
Computed, not measured: C2H2N4 in the gas phase, with ωB97M-V/def2-TZVPD.

Positions of all 8 atoms, in Å:
C  -0.31  0.82  0.10
C  0.92  0.10  -0.05
N  0.86  -1.17  -0.13
N  -0.30  -1.68  0.17
N  -1.43  -1.10  -0.10
N  -1.54  0.33  -0.09
H  0.06  1.82  0.22
H  1.74  0.88  -0.11

Calculated values
Total charge = 0
Molar mass = 82.1 g/mol
HOMO energy = -9.9778 eV
Lowest unoccupied orbital energy = -0.79 eV

--- B ---
Computed, not measured: C2H2N4 in the gas phase, with ωB97M-V/def2-TZVPD.

Positions of all 8 atoms, in Å:
N  0.47  2.55  -0.52
C  0.29  1.48  -0.18
N  0.15  0.12  0.03
N  -1.31  -0.50  0.12
C  1.18  -0.58  0.42
N  2.14  -1.14  0.59
H  -1.82  -0.45  -0.76
H  -1.10  -1.49  0.31

Calculated values
Total charge = 0
Molar mass = 82.1 g/mol
HOMO energy = -10.3493 eV
Lowest unoccupied orbital energy = -0.05 eV

--- C ---
Computed, not measured: C2H2N4 in the gas phase, with ωB97M-V/def2-TZVPD.

Positions of all 8 atoms, in Å:
C  -1.38  -0.35  -0.09
N  -0.99  0.82  -0.23
N  0.00  1.62  -0.05
N  1.20  1.03  -0.23
C  1.14  -0.25  0.26
N  0.34  -1.17  0.60
H  -2.04  -0.77  -0.87
H  1.93  -0.89  0.74

Calculated values
Total charge = 0
Molar mass = 82.1 g/mol
HOMO energy = -9.2794 eV
Lowest unoccupied orbital energy = -1.26 eV

Name the most stable of them. B.

--- A ---
Computed, not measured: 6 unconnected molecules or ions with the total composition ClH10O5, with ωB97M-V/def2-TZVPD.

Positions of all 16 atoms, in Å:
Cl  -0.21  -0.62  -0.29
O  -2.34  1.38  -1.56
H  -1.88  0.63  -1.11
H  -1.88  2.15  -1.23
O  1.81  0.94  -2.50
H  1.31  0.45  -1.83
H  1.39  0.71  -3.33
O  -2.22  -2.97  0.83
H  -2.15  -3.40  -0.03
H  -1.42  -2.42  0.87
O  0.67  2.17  1.45
H  0.64  1.29  1.03
H  0.30  2.04  2.33
O  2.38  -0.83  1.87
H  1.69  -0.58  2.49
H  1.92  -0.93  1.02

Calculated values
Total charge = -1
Molar mass = 125.5 g/mol
HOMO energy = -6.0870 eV
Lowest unoccupied orbital energy = 3.66 eV

--- B ---
Computed, not measured: 6 unconnected molecules or ions with the total composition ClH10O5, with ωB97M-V/def2-TZVPD.

Positions of all 16 atoms, in Å:
Cl  0.19  -0.30  0.23
O  -0.85  -3.54  0.01
H  0.11  -3.57  -0.05
H  -1.02  -2.60  0.19
O  0.54  0.99  3.17
H  1.48  0.94  3.37
H  0.44  0.50  2.33
O  -2.92  -0.49  -0.42
H  -1.98  -0.33  -0.19
H  -3.40  0.18  0.09
O  2.51  0.11  -2.11
H  1.75  -0.03  -1.52
H  2.11  0.40  -2.94
O  0.61  2.88  -0.66
H  0.64  1.95  -0.35
H  -0.21  2.91  -1.16

Calculated values
Total charge = -1
Molar mass = 125.5 g/mol
HOMO energy = -6.2054 eV
Lowest unoccupied orbital energy = 3.81 eV

Name the most stable of them. B.